1.
{"formula": "C4H7N3S", "method": "ωB97M-V with the def2-TZVPD basis set", "charge": 0, "e_above_lowest_kcal_mol": 65.9, "lumo_ev": 0.66, "orbital_gap_ev": 9.0, "smiles": "Cn1nccc1NS", "e_homo_ev": -8.301, "symbols": ["C", "C", "C", "C", "N", "N", "N", "S", "H", "H", "H", "H", "H", "H", "H"], "positions_angstrom": [[-0.255, 1.890, 0.226], [1.115, 2.094, 0.022], [-0.404, 0.508, 0.057], [1.311, -1.332, -0.380], [1.720, 0.979, -0.169], [0.875, 0.006, -0.049], [-1.587, -0.295, 0.326], [-3.102, 0.116, -0.380], [-0.900, 2.726, 0.179], [1.453, 3.111, -0.313], [2.379, -1.419, -0.100], [0.722, -2.162, 0.185], [1.359, -1.390, -1.499], [-1.599, -1.248, 0.624], [-3.818, 0.500, 0.697]], "lowdin_charge": [-0.044, -0.193, -0.302, -0.026, 0.029, -0.187, -0.384, 0.719, 0.081, 0.123, 0.085, 0.113, 0.099, 0.046, -0.159]}

2.
{"formula": "C4H7N3S", "method": "ωB97M-V with the def2-TZVPD basis set", "charge": 0, "e_above_lowest_kcal_mol": 89.6, "lumo_ev": 0.55, "orbital_gap_ev": 9.1, "e_homo_ev": -8.520, "symbols": ["C", "C", "C", "C", "N", "N", "N", "S", "H", "H", "H", "H", "H", "H", "H"], "positions_angstrom": [[-1.178, -0.417, 1.095], [-2.478, 0.009, 0.594], [-0.335, -0.478, 0.007], [1.860, 0.723, 0.602], [-2.320, 0.313, -0.700], [1.169, -0.814, -1.830], [-1.091, -0.050, -1.057], [1.328, -0.861, -0.170], [-0.801, -0.735, 2.071], [-3.465, 0.052, 1.202], [1.761, 0.676, 1.668], [1.380, 1.595, 0.283], [2.931, 0.798, 0.416], [2.138, -0.870, -2.155], [-0.899, 0.059, -2.026]], "lowdin_charge": [-0.081, -0.140, -0.534, -0.254, 0.015, -0.360, -0.033, 0.962, 0.098, 0.127, 0.042, 0.039, 0.044, -0.047, 0.123]}

3.
{"formula": "C4H7N4O", "method": "ωB97M-V with the def2-TZVPD basis set", "charge": 1, "e_above_lowest_kcal_mol": 16.5, "lumo_ev": -4.29, "orbital_gap_ev": 10.3, "e_homo_ev": -14.580, "symbols": ["C", "C", "C", "C", "N", "N", "N", "N", "O", "H", "H", "H", "H", "H", "H", "H"], "positions_angstrom": [[1.697, 0.425, 0.756], [-1.970, -1.485, 0.154], [1.372, 1.371, -0.409], [-0.261, -0.673, 0.517], [0.857, -0.441, 1.104], [-0.658, -1.688, -0.350], [-1.486, -0.556, 1.125], [0.137, 1.015, -1.001], [-2.984, -1.948, -0.200], [2.523, 0.726, 1.375], [1.359, 2.350, 0.040], [2.156, 1.336, -1.140], [-0.283, -2.217, -1.102], [-1.817, 0.067, 1.873], [-0.706, 1.536, -1.079], [0.065, 0.180, -1.663]], "lowdin_charge": [0.015, -0.442, -0.175, -0.360, 0.202, 0.228, 0.242, 0.048, 0.222, 0.139, 0.136, 0.129, 0.165, 0.195, 0.110, 0.147]}

4.
{"formula": "C4H7N4O2", "method": "ωB97M-V with the def2-TZVPD basis set", "charge": 1, "e_above_lowest_kcal_mol": 107.4, "lumo_ev": [-5.16, -5.16], "orbital_gap_ev": [8.7, 8.7], "smiles": "CC(C)=N/N=[NH+]\\C(=O)N=O", "e_homo_ev": [-13.902, -13.902], "symbols": ["C", "C", "C", "C", "N", "N", "N", "N", "O", "O", "H", "H", "H", "H", "H", "H", "H"], "positions_angstrom": [[2.067, -0.153, -1.410], [-1.098, 0.043, 0.769], [-0.868, -0.650, 2.049], [-1.855, 1.288, 0.737], [-0.561, -0.338, -0.319], [-0.197, -0.933, -1.261], [0.893, -0.782, -1.865], [2.875, 0.286, -2.445], [2.046, 0.335, -0.299], [3.855, -0.231, -2.830], [-1.036, -1.628, 1.919], [-1.626, -0.162, 2.733], [0.159, -0.595, 2.539], [-2.965, 1.455, 0.842], [-1.409, 1.850, -0.169], [-1.352, 1.700, 1.586], [1.073, -1.487, -2.576]], "lowdin_charge": [-0.424, -0.289, 0.029, 0.010, 0.160, 0.127, 0.111, 0.081, 0.154, 0.172, 0.050, 0.129, 0.146, 0.138, 0.134, 0.089, 0.184]}

5.
{"formula": "C4H7NO", "method": "ωB97M-V with the def2-TZVPD basis set", "charge": 0, "e_above_lowest_kcal_mol": 50.0, "lumo_ev": [0.64, 0.64], "orbital_gap_ev": [8.3, 8.3], "e_homo_ev": [-7.659, -7.658], "symbols": ["C", "C", "O", "C", "C", "N", "H", "H", "H", "H", "H", "H", "H"], "positions_angstrom": [[2.107, -0.544, 0.287], [0.664, -0.093, 0.443], [0.255, 0.322, 1.540], [-0.151, -0.174, -0.715], [-2.181, 0.721, 0.293], [-1.450, 0.252, -0.686], [2.572, -0.100, -0.600], [2.168, -1.634, 0.184], [2.668, -0.247, 1.174], [0.208, -0.525, -1.674], [-3.193, 1.030, 0.063], [-1.751, 0.783, 1.281], [-1.916, 0.208, -1.589]], "lowdin_charge": [-0.038, -0.498, -0.013, -0.099, 0.055, -0.041, 0.075, 0.080, 0.077, 0.103, 0.074, 0.065, 0.157]}

6.
{"formula": "C4H7NO", "method": "ωB97M-V with the def2-TZVPD basis set", "charge": 0, "e_above_lowest_kcal_mol": 86.2, "lumo_ev": 0.76, "orbital_gap_ev": 8.7, "smiles": "NC(O)=C1CC1", "e_homo_ev": -7.960, "symbols": ["N", "C", "O", "C", "C", "C", "H", "H", "H", "H", "H", "H", "H"], "positions_angstrom": [[0.067, 0.624, -1.813], [-0.753, 0.215, -0.848], [-1.987, -0.071, -1.091], [-0.543, 0.053, 0.570], [0.749, 0.388, 1.260], [0.397, -1.049, 1.037], [1.027, 0.840, -1.593], [-0.265, 0.805, -2.749], [-2.033, -0.138, 0.084], [1.592, 0.785, 0.687], [0.686, 0.802, 2.265], [0.070, -1.654, 1.881], [0.993, -1.600, 0.310]], "lowdin_charge": [0.209, -0.484, 0.036, -0.245, -0.164, -0.143, 0.113, 0.123, 0.188, 0.088, 0.091, 0.090, 0.097]}

7.
{"formula": "C4H7NO", "method": "ωB97M-V with the def2-TZVPD basis set", "charge": 0, "e_above_lowest_kcal_mol": 27.7, "lumo_ev": 1.05, "orbital_gap_ev": 10.3, "smiles": "CC1=NCCO1", "e_homo_ev": -9.250, "symbols": ["C", "C", "N", "C", "C", "O", "H", "H", "H", "H", "H", "H", "H"], "positions_angstrom": [[2.073, -0.273, 0.086], [0.622, -0.116, 0.361], [0.084, 0.999, 0.648], [-1.233, 0.919, 0.018], [-1.502, -0.583, -0.110], [-0.168, -1.126, -0.097], [2.671, 0.361, 0.739], [2.152, 0.143, -0.926], [2.426, -1.304, 0.064], [-2.003, 1.501, 0.525], [-1.081, 1.353, -0.981], [-1.959, -0.881, -1.054], [-2.080, -0.993, 0.727]], "lowdin_charge": [0.003, -0.466, 0.094, -0.189, -0.143, -0.022, 0.086, 0.096, 0.082, 0.108, 0.115, 0.117, 0.119]}

8.
{"formula": "C4H7NO", "method": "ωB97M-V with the def2-TZVPD basis set", "charge": 0, "e_above_lowest_kcal_mol": 64.3, "lumo_ev": 0.97, "orbital_gap_ev": 10.1, "smiles": "CN1C[C@H]1C=O", "e_homo_ev": -9.104, "symbols": ["C", "N", "C", "C", "C", "O", "H", "H", "H", "H", "H", "H", "H"], "positions_angstrom": [[0.241, 1.688, -0.438], [-0.619, 0.541, -0.283], [-0.672, -0.738, -0.887], [-0.504, -0.561, 0.620], [0.725, -1.216, 1.148], [0.746, -1.767, 2.226], [-0.099, 2.205, -1.336], [1.335, 1.550, -0.492], [0.023, 2.340, 0.417], [-1.619, -1.105, -1.277], [0.171, -1.084, -1.499], [-1.311, -0.566, 1.353], [1.582, -1.285, 0.447]], "lowdin_charge": [-0.083, -0.149, -0.087, -0.224, -0.237, 0.048, 0.080, 0.080, 0.087, 0.103, 0.113, 0.144, 0.125]}

9.
{"formula": "C4H7NO", "method": "ωB97M-V with the def2-TZVPD basis set", "charge": 0, "e_above_lowest_kcal_mol": 39.7, "lumo_ev": 0.65, "orbital_gap_ev": 11.4, "smiles": "N#CCCCO", "e_homo_ev": -10.720, "symbols": ["O", "C", "C", "C", "C", "N", "H", "H", "H", "H", "H", "H", "H"], "positions_angstrom": [[-1.606, 0.243, 1.160], [-0.755, 1.084, 0.425], [0.730, 0.518, 0.269], [0.612, -0.954, -0.137], [0.447, -1.089, -1.586], [0.221, -1.144, -2.719], [-1.356, -0.694, 0.931], [-0.633, 2.042, 0.942], [-1.156, 1.250, -0.593], [1.324, 0.619, 1.191], [1.171, 1.163, -0.504], [-0.341, -1.389, 0.347], [1.342, -1.650, 0.273]], "lowdin_charge": [-0.086, -0.257, -0.155, -0.190, -0.224, 0.147, 0.065, 0.116, 0.119, 0.114, 0.116, 0.115, 0.119]}

10.
{"formula": "C4H7NO", "method": "ωB97M-V with the def2-TZVPD basis set", "charge": 0, "e_above_lowest_kcal_mol": 100.6, "lumo_ev": [0.18, 0.42], "orbital_gap_ev": [7.7, 8.2], "e_homo_ev": [-7.492, -7.788], "symbols": ["C", "C", "C", "C", "N", "O", "H", "H", "H", "H", "H", "H", "H"], "positions_angstrom": [[-1.808, -1.330, 1.126], [-0.866, 0.180, -0.404], [1.481, 0.566, 0.331], [0.490, 0.542, -0.901], [-1.182, -1.158, -0.041], [-2.779, -0.861, 1.623], [-1.492, 0.899, -0.123], [2.012, 1.534, 0.492], [2.259, -0.248, 0.078], [1.133, 0.136, 1.306], [0.925, -0.038, -1.697], [0.352, 1.536, -1.418], [-0.524, -1.758, -0.371]], "lowdin_charge": [-0.264, -0.096, -0.103, -0.240, 0.042, 0.077, 0.065, 0.069, 0.082, 0.071, 0.086, 0.118, 0.093]}

11.
{"formula": "C4H7NO", "method": "ωB97M-V with the def2-TZVPD basis set", "charge": 0, "e_above_lowest_kcal_mol": 116.4, "lumo_ev": -0.40, "orbital_gap_ev": 9.2, "e_homo_ev": -9.558, "symbols": ["C", "C", "C", "C", "H", "H", "H", "H", "H", "H", "H", "N", "O"], "positions_angstrom": [[-1.523, -0.294, 0.017], [-0.234, -0.795, 0.495], [0.906, 0.105, 0.088], [2.222, -0.257, -0.294], [-0.498, 1.961, -0.078], [-2.351, 1.724, -0.660], [-0.391, -0.767, 1.565], [-0.145, -1.945, 0.126], [0.793, 1.158, 0.077], [2.835, 0.490, -0.699], [2.550, -1.353, -0.353], [-1.750, 1.059, 0.125], [-2.413, -1.085, -0.411]], "lowdin_charge": [-0.617, -0.151, -0.175, 0.033, 0.269, 0.172, 0.122, 0.186, 0.011, 0.017, 0.079, 0.047, 0.006]}

12.
{"formula": "C4H7NO", "method": "ωB97M-V with the def2-TZVPD basis set", "charge": 0, "e_above_lowest_kcal_mol": 22.1, "lumo_ev": 1.01, "orbital_gap_ev": 10.6, "smiles": "C[C@H]1CN=CO1", "e_homo_ev": -9.604, "symbols": ["C", "C", "C", "N", "C", "O", "H", "H", "H", "H", "H", "H", "H"], "positions_angstrom": [[-0.847, -0.186, -1.304], [0.232, 0.454, -0.450], [-0.204, 0.724, 1.005], [0.353, -0.396, 1.774], [1.163, -0.966, 0.985], [1.304, -0.508, -0.281], [-0.475, -0.400, -2.310], [-1.168, -1.127, -0.845], [-1.718, 0.474, -1.383], [0.664, 1.330, -0.941], [0.207, 1.661, 1.400], [-1.292, 0.762, 1.117], [1.782, -1.822, 1.233]], "lowdin_charge": [-0.045, -0.338, -0.167, 0.068, -0.239, -0.035, 0.081, 0.091, 0.084, 0.141, 0.114, 0.112, 0.132]}

Question: Number 4 is which compound?
Answer: C4H7N4O2